Computed, not measured: a structure of composition C14H9CaClI3NO5S at a distorted geometry, with ωB97M-V/def2-TZVPD.

Computed properties:
Total charge: -2
LUMO, eV: 3.94
Max |F|, eV/Å: 1.32
Kohn-Sham gap, Ha: 0.2285
HOMO level, eV: -2.28

Structure (XYZ):
```
35
Properties=species:S:1:pos:R:3:forces:R:3
Ca -0.062 0.208 -0.037 0.2 0.1 1.3
C 0.162 0.903 2.831 0.0 0.1 -0.1
C -0.638 1.829 2.133 -0.2 0.0 0.0
C -1.816 1.163 1.723 -0.1 0.1 0.1
C -1.735 -0.180 2.163 -0.1 0.2 0.0
C -0.515 -0.326 2.857 -0.1 -0.2 -0.1
H 1.140 1.103 3.247 0.0 0.0 0.0
H -0.397 2.864 1.934 0.0 0.0 0.0
H -2.656 1.611 1.209 0.0 0.0 -0.1
H -2.509 -0.923 2.030 0.1 -0.1 0.0
H -0.165 -1.235 3.329 0.0 0.0 0.0
O -1.185 -0.577 -3.537 -0.1 0.0 -0.1
S -0.001 0.147 -2.870 -0.8 -0.4 -0.1
O 0.877 0.639 -3.895 0.0 0.0 0.0
O -0.605 1.201 -2.003 0.2 0.1 -0.3
O 0.609 -0.851 -1.945 0.3 0.1 -0.3
Cl 6.875 -2.076 0.355 0.0 0.0 0.0
C 5.405 -1.123 0.234 0.0 0.0 0.0
C 5.473 0.157 -0.242 0.0 0.0 0.0
C 4.329 0.948 -0.346 0.0 0.1 0.1
I 4.503 2.898 -1.068 0.0 0.0 0.0
C 3.042 0.517 0.035 0.1 -0.2 0.0
O 1.999 1.215 -0.019 0.2 0.0 0.0
C 3.002 -0.876 0.513 0.0 0.0 0.0
N 1.778 -1.353 0.838 0.1 0.0 -0.2
C 1.652 -2.588 1.256 0.0 0.0 0.0
C 2.745 -3.457 1.399 0.0 0.0 0.0
C 3.994 -3.003 1.081 0.0 0.0 0.0
C 4.163 -1.681 0.616 0.0 0.0 0.0
H 6.430 0.562 -0.544 0.0 0.0 0.0
H 0.647 -2.915 1.499 0.0 0.0 0.0
H 2.586 -4.469 1.748 0.0 0.0 0.0
H 4.861 -3.644 1.172 0.0 0.0 0.0
I -2.694 -1.414 -2.109 0.2 0.1 -0.2
I -4.643 -2.519 -0.330 -0.1 -0.1 0.1
```
Positions in Å, forces in eV/Å.